Molecular formula: CH5NO
Method: DFT, ωB97M-V/def2-TZVPD

For the frontier orbital gap, the calculation gives 0.4082 Ha. For the LUMO energy, the calculation gives 0.971 eV. Its charge is 0. As for the molecular weight: 47.06 g mol⁻¹. The energy above the lowest of the compared OMol25 structures with the same formula, charge and spin is 0.149 eV. The calculation puts the maximum force at 1.7 eV/A.

XYZ file:
```
8
Properties=species:S:1:pos:R:3:forces:R:3
N 0.153209 -0.864021 0.937213 1.0 0.5 -1.2
C -0.068547 0.429670 0.314495 -1.2 -0.3 -0.7
O -0.011412 0.479310 -1.139667 0.0 -0.4 0.4
H -0.477448 -1.555431 0.543801 -0.2 0.1 0.1
H 1.066570 -1.090128 0.533489 -0.1 -0.6 0.6
H 0.738812 1.091186 0.599051 -0.2 0.3 0.5
H -1.091452 0.733815 0.568270 0.5 0.5 0.4
H -0.913652 0.413191 -1.470779 0.2 -0.1 0.0
```
Positions in Å, forces in eV/Å.